Below is one molecule with the formula C21H31N3O3, with properties calculated with ωB97M-V/def2-TZVPD.

Structure (XYZ):
```
58
Properties=species:S:1:pos:R:3
C -5.55080 -0.48058 -1.56860
C -4.08213 -0.85418 -1.71293
C -3.37979 -0.96501 -0.36051
C -3.05363 0.39885 0.23868
O -3.55481 1.43865 -0.15219
N -2.18714 0.36345 1.28292
C -1.36111 -0.75630 1.49724
C -0.47193 -0.84355 2.56144
C 0.37055 -1.93543 2.68294
C 0.34966 -2.94685 1.73930
C -0.52325 -2.86951 0.66970
C -1.38032 -1.78577 0.54719
O -2.20787 -1.74131 -0.53748
H -0.55930 -3.63666 -0.08736
H 1.01173 -3.79342 1.83052
H 1.05533 -1.98264 3.51505
H -0.40380 -0.05111 3.28712
C -1.98403 1.59209 2.03485
C -0.72284 2.30365 1.52755
O 0.29197 2.39132 2.18830
N -0.87500 2.77232 0.27939
H -1.76119 2.62301 -0.18661
C 0.23014 3.23483 -0.52962
H 1.06063 3.43672 0.14805
H -0.06096 4.16355 -1.02903
C 0.62791 2.18088 -1.56573
H -0.22198 2.00364 -2.22832
H 1.44769 2.57092 -2.16849
C 1.09062 0.85389 -0.92281
N 2.46908 0.56433 -1.28573
C 2.62235 -0.60791 -2.12451
C 2.45472 -1.92620 -1.35693
C 3.43509 -1.97295 -0.18782
C 3.28061 -0.72260 0.67525
H 4.03054 -0.71684 1.46806
H 2.29428 -0.71774 1.14460
C 3.44045 0.53102 -0.19741
C 3.42495 1.81012 0.63316
H 4.30459 1.83518 1.27213
H 2.54787 1.87349 1.27172
H 3.45063 2.67510 -0.02466
H 4.41919 0.47135 -0.69511
H 3.26302 -2.86980 0.41169
H 4.45670 -2.01805 -0.57519
H 1.43435 -1.99790 -0.97319
H 2.62324 -2.76854 -2.03044
H 1.89861 -0.54584 -2.94075
H 3.62596 -0.57217 -2.56186
H 0.43261 0.04350 -1.25311
H 0.98697 0.92040 0.16085
H -1.89427 1.37001 3.09805
H -2.86085 2.22185 1.86556
H -4.04363 -1.48014 0.36024
H -3.56716 -0.10457 -2.31550
H -3.98178 -1.82038 -2.21027
H -5.64456 0.48659 -1.08293
H -6.01630 -0.42250 -2.54878
H -6.08160 -1.22426 -0.97772
```

Gap between HOMO and LUMO: 8.625 eV
Multiplicity: 1
E_HOMO: -7.8302 eV
Energy above the lowest of the compared OMol25 structures with the same formula, charge and spin: 24.3 kcal/mol
Charge: 0
SMILES: CC[C@H]1Oc2ccccc2N(CC(=O)NCCCN2CCCC[C@@H]2C)C1=O
Lowest unoccupied orbital energy: 0.8 eV

Below is one molecule with the formula C21H31N3O4S, with properties calculated with ωB97M-V/def2-TZVPD.

Structure (XYZ):
```
60
Properties=species:S:1:pos:R:3
C -7.35998 -1.26992 -4.76270
H -7.86076 -1.52621 -5.69275
H -7.70693 -0.29553 -4.42993
C -5.84972 -1.25020 -4.96061
C -5.13852 -0.89260 -3.66880
O -5.72657 -0.67057 -2.63416
N -3.77068 -0.83972 -3.75814
C -2.90735 -0.51823 -2.71474
C -3.21873 -0.18116 -1.40530
C -2.17209 0.10792 -0.54130
C -0.86529 0.05712 -0.98283
C -0.54539 -0.28037 -2.28922
C -1.57753 -0.56408 -3.15235
C -1.52729 -0.94587 -4.60082
H -0.96906 -1.87210 -4.74262
H -1.04166 -0.17069 -5.19437
C -3.01034 -1.10937 -4.97632
H -3.30205 -0.40470 -5.76057
H -3.22292 -2.12182 -5.33138
H 0.48854 -0.29908 -2.59191
S 0.47313 0.37188 0.14243
O -0.04784 0.97683 1.34424
O 1.54499 1.04902 -0.52661
N 1.02131 -1.18516 0.40113
H 2.02025 -1.19428 0.54440
C 0.30080 -2.03016 1.32918
C 0.40783 -1.59422 2.80057
C 1.86306 -1.25153 3.10701
O 2.70002 -2.10070 3.34835
N 2.13194 0.06268 3.02954
H 1.39746 0.70224 2.75656
C 3.46827 0.61128 3.19238
C 3.69335 1.70748 2.14939
C 5.17471 2.04608 1.97343
C 5.69410 3.14714 2.90320
H 6.78315 3.06761 2.94308
C 5.13703 3.12205 4.32946
H 5.80403 3.72076 4.95457
H 4.16173 3.61177 4.35112
C 4.99255 1.72649 4.93918
H 5.08419 1.81056 6.02470
C 3.63959 1.08363 4.63986
H 3.50589 0.21200 5.28483
H 2.84350 1.79506 4.87512
H 5.79870 1.07846 4.59390
H 5.45913 4.12216 2.46987
H 5.75853 1.13554 2.12155
H 5.34717 2.36950 0.94504
H 3.29170 1.35666 1.19555
H 3.12973 2.60033 2.42292
H 4.16265 -0.21913 3.01237
H 0.09429 -2.42134 3.43742
H -0.22726 -0.72881 2.98031
H -0.74459 -2.02565 1.00958
H 0.69952 -3.04176 1.21850
H -2.36092 0.38864 0.48258
H -4.24319 -0.14447 -1.07669
H -5.50346 -2.23054 -5.29725
H -5.58207 -0.51931 -5.72760
H -7.62893 -1.99815 -4.00253
```

Gap between HOMO and LUMO: 9.192 eV
Multiplicity: 1
E_HOMO: -8.7807 eV
Energy above the lowest of the compared OMol25 structures with the same formula, charge and spin: 8.1 kcal/mol
Charge: 0
SMILES: CCC(=O)N1CCc2cc(S(=O)(=O)NCCC(=O)NC3CCCCCC3)ccc21
Lowest unoccupied orbital energy: 0.4 eV

Below is C21H31N4O3STi as an isolated structure at a distorted geometry, with properties calculated with ωB97M-V/def2-TZVPD.

Structure (XYZ):
```
61
Properties=species:S:1:pos:R:3
Ti 1.90772 2.01725 -0.34632
O 2.71030 3.02575 1.24756
C 2.82834 4.38384 0.69893
C 1.47036 4.71260 0.11656
C 0.90632 5.95570 0.20665
C -0.36502 6.14394 -0.31107
C -1.04120 5.08288 -0.88772
C -0.42253 3.86308 -0.93730
N 0.81469 3.67931 -0.44907
H 3.50609 2.80705 1.73332
H 3.59034 4.39473 -0.05767
H 3.09861 5.07753 1.47416
H 1.44913 6.76817 0.67959
H -0.83369 7.12219 -0.25295
H -2.04486 5.19841 -1.28115
H -0.90291 3.00470 -1.36456
O 3.84337 1.52025 -0.67642
C 3.25983 0.49568 -1.17310
O 2.12153 0.76413 -1.72519
C 3.66669 -0.91706 -0.91307
C 4.98291 -1.22303 -0.67350
C 5.29002 -2.53677 -0.34641
C 4.26429 -3.45197 -0.25935
C 2.95878 -3.03868 -0.52370
N 2.65439 -1.78745 -0.86054
H 5.75154 -0.45788 -0.74809
H 6.31767 -2.83245 -0.16340
H 4.45882 -4.48526 0.00433
H 2.13019 -3.74503 -0.46065
C -4.02927 -0.26736 2.95995
C -4.93970 -0.60400 1.77084
C -4.21075 -0.95427 0.47258
C -3.36777 0.18319 -0.10372
N -2.02937 0.34045 0.54289
C -0.80348 0.04677 0.11416
S 0.52800 0.71989 1.08293
N -0.50005 -0.69322 -0.93132
C -1.29749 -1.71833 -1.68277
C -0.67162 -3.10328 -1.52889
C -0.73052 -3.67510 -0.11365
C -0.14935 -5.08739 -0.03297
H -4.59559 -0.26012 3.89425
H -3.58145 0.73770 2.87678
H -3.22203 -1.00515 3.07288
H -5.61808 0.23402 1.58197
H -5.56703 -1.45618 2.03543
H -4.95312 -1.23415 -0.28183
H -3.56303 -1.82509 0.63215
H -3.88250 1.13396 0.04331
H -3.22234 0.07099 -1.16438
H -2.03875 0.75613 1.44967
H 0.49575 -0.80188 -1.05385
H -1.30865 -1.42258 -2.73026
H -2.31223 -1.74419 -1.31946
H 0.37230 -3.05871 -1.86530
H -1.20147 -3.77276 -2.21365
H -1.77636 -3.69966 0.21431
H -0.19426 -3.01308 0.57961
H -0.71675 -5.77911 -0.66526
H -0.17759 -5.47519 0.98788
H 0.89285 -5.11384 -0.37418
```

Gap between HOMO and LUMO (alpha / beta): 8.021 / 8.553 eV
Multiplicity: 2
E_HOMO (alpha / beta): -14.7493 / -15.2404 eV
Energy above the lowest of the compared OMol25 structures with the same formula, charge and spin: 22.1 kcal/mol
Charge: +2
Lowest unoccupied orbital energy (alpha / beta): -6.7 / -6.7 eV
⟨S²⟩: 0.75

Below is C21H31N4O6ReS2SeSi as an isolated structure at a distorted geometry, with properties calculated with ωB97M-V/def2-TZVPD.

Structure (XYZ):
```
67
Properties=species:S:1:pos:R:3
Re -0.96796 0.46167 1.45064
C 5.42933 -1.11442 -2.46434
C 4.48815 -1.13758 -1.26216
C 4.84319 -1.74708 -0.03841
C 3.96770 -1.82630 1.02937
C 2.71667 -1.27179 0.88656
C 2.33509 -0.61143 -0.25299
C 3.21075 -0.55607 -1.33046
S 1.66598 -1.46697 2.33644
O -0.14405 -1.76726 3.93038
O 2.55071 -1.23922 3.48059
N 0.78646 0.13689 2.20066
C 1.55531 1.20109 2.92641
C 0.98537 2.50923 2.34189
O 1.57742 3.55632 2.53890
O -0.17826 2.31555 1.69944
H 6.47158 -1.25073 -2.12600
H 5.35296 -0.14965 -2.99436
H 5.18860 -1.93642 -3.18603
H 5.83383 -2.22339 0.04448
H 4.24101 -2.28569 2.00305
H 1.36651 -0.12681 -0.32918
H 2.88194 -0.05654 -2.23905
H 2.63418 1.09447 2.75956
H 1.36946 1.12398 4.02448
C -1.35941 -4.51534 -2.23502
Si -1.64261 -4.57053 -0.41689
C -0.92689 -6.07663 0.32423
C -3.40895 -4.20691 -0.01048
Se -0.33852 -2.77564 0.44358
H -1.76955 -5.45397 -2.68611
H -0.28018 -4.47062 -2.48312
H -1.87909 -3.66604 -2.71987
H -1.50025 -6.96017 -0.04282
H -0.99349 -6.03725 1.43487
H 0.13450 -6.19986 0.05283
H -4.03121 -4.89357 -0.63882
H -3.69221 -3.16958 -0.26507
H -3.67207 -4.39310 1.04813
C -1.40987 -0.53233 -2.74820
O -1.47843 -0.54207 -1.29498
C -0.87723 0.52653 -0.63584
O -0.43632 1.48493 -1.29203
H -1.99252 -1.39875 -3.07420
H -0.35844 -0.61623 -3.08057
H -1.85588 0.41016 -3.12722
S -1.90302 -1.46565 1.50063
C -0.27925 -2.94086 3.96767
N -0.38924 -4.14262 4.03648
N -2.76027 1.54189 1.29735
C -2.75451 2.65796 0.84697
N -2.73685 3.86251 0.42571
C -2.78869 4.10909 -1.08708
C -1.37653 4.45742 -1.55657
C -0.86041 5.75914 -0.86587
C -1.66541 6.11665 0.40260
C -1.96681 4.88498 1.25634
H -3.48853 4.92752 -1.29504
H -3.19403 3.19383 -1.56182
H -1.39788 4.61549 -2.64581
H -0.71883 3.58862 -1.34781
H -0.93543 6.56609 -1.60373
H 0.21189 5.67448 -0.58649
H -2.63122 6.57160 0.11207
H -1.12074 6.87512 0.98900
H -2.60129 5.15501 2.11136
H -1.03626 4.41688 1.62180
```

Gap between HOMO and LUMO (alpha / beta): 6.021 / 5.617 eV
Multiplicity: 4
E_HOMO (alpha / beta): -3.8466 / -3.9169 eV
Energy above the lowest of the compared OMol25 structures with the same formula, charge and spin: 10.7 kcal/mol
Charge: -1
Lowest unoccupied orbital energy (alpha / beta): 2.2 / 1.7 eV
⟨S²⟩: 3.77